Record 1
The following is a DFT calculation (ωB97M-V/def2-TZVPD) of C26H42MoN5O2SSbSe4Si4Te as an isolated structure.

Last column: Mulliken spin population.
Cartesian coordinates (Å):
Mo -1.4844 1.7569 -0.8983  1.05
N -5.1344 -0.0757 0.4218  0.00
C -4.6253 -0.1281 1.7150  0.00
C -5.1591 -0.6282 2.8965  0.00
C -4.3657 -0.5175 4.0192  0.00
C -3.0908 0.0703 3.9652  0.00
C -2.5680 0.5619 2.7873  -0.01
C -3.3580 0.4535 1.6444  0.01
N -3.1182 0.8371 0.3214  -0.06
C -4.2074 0.5041 -0.3533  0.06
C -4.2753 0.7952 -1.7756  -0.04
C -5.2366 0.5645 -2.7005  0.00
S -4.7329 1.1576 -4.2225  0.00
C -3.2775 1.6905 -3.5534  0.02
N -3.1555 1.4435 -2.2684  -0.01
H -6.0401 -0.4015 0.1252  0.00
H -6.1417 -1.0781 2.9382  0.00
H -4.7352 -0.8875 4.9656  0.00
H -2.5073 0.1395 4.8734  0.00
H -1.5864 1.0103 2.7556  0.00
H -6.1967 0.0905 -2.5733  0.00
H -2.5084 2.1885 -4.1300  0.00
Se 0.3659 2.2838 -5.9298  1.01
Sb 1.3373 3.1145 -3.7621  -0.07
Se 2.7751 4.9520 -4.1575  0.04
Se 2.2733 0.8622 -3.0472  -0.01
Se -0.7078 3.4692 -2.3741  0.11
O 2.5923 3.4938 -0.7982  -0.01
C 2.5317 4.7895 -0.2097  0.00
N 2.8969 4.8062 1.1816  0.00
C 2.0965 4.4927 2.2403  0.00
O 2.4677 4.4918 3.3896  0.00
C 0.6460 4.2078 1.9237  0.00
C -0.3603 5.0243 2.4336  0.01
C -1.6807 4.7433 2.1172  0.00
C -1.9543 3.6490 1.3235  0.05
N -0.9878 2.8422 0.8532  -0.01
C 0.2960 3.1197 1.1524  0.01
H 3.4668 3.3720 -1.1849  0.00
H 1.5044 5.1280 -0.3299  0.00
H 3.1795 5.4748 -0.7510  0.00
H 3.8548 5.0053 1.4337  0.00
H -0.1043 5.8724 3.0562  0.00
H -2.4905 5.3626 2.4745  0.00
H -2.9727 3.4004 1.0484  -0.01
H 1.0495 2.4749 0.7269  0.00
C -0.3458 -3.9772 -2.9006  0.00
Si 1.4170 -3.4886 -2.5196  0.00
C 2.2449 -2.7129 -3.9960  -0.01
C 2.4202 -4.9283 -1.8718  0.00
Si 1.4101 -2.0600 -0.6300  -0.02
Te 0.3962 0.2416 -1.3704  -0.11
Si 3.4804 -1.3843 0.3061  0.00
C 3.8332 -2.7628 1.5216  0.00
C 4.8161 -1.3081 -0.9895  0.00
C 3.2383 0.2637 1.1577  -0.01
Si -0.1565 -2.6680 1.0276  0.01
C 0.1437 -1.5813 2.5216  0.00
C -1.8951 -2.4489 0.3625  -0.03
C 0.1676 -4.4640 1.4224  0.00
H -0.3725 -4.6145 -3.7881  0.00
H -0.9721 -3.1042 -3.1003  0.00
H -0.7913 -4.5393 -2.0773  0.00
H 2.3423 -3.4679 -4.7811  0.00
H 3.2479 -2.3538 -3.7560  0.00
H 1.6724 -1.8801 -4.4065  0.01
H 2.4543 -5.7196 -2.6255  0.00
H 1.9973 -5.3582 -0.9618  0.00
H 3.4510 -4.6323 -1.6634  0.00
H 3.8594 -3.7364 1.0265  0.00
H 3.0953 -2.8081 2.3248  0.00
H 4.8122 -2.6063 1.9823  0.00
H 4.9802 -2.2867 -1.4461  0.00
H 5.7550 -1.0068 -0.5162  0.00
H 4.5976 -0.5917 -1.7827  0.00
H 2.4457 0.2155 1.9081  0.00
H 2.9934 1.0526 0.4413  0.00
H 4.1588 0.5576 1.6695  0.00
H 0.1102 -0.5190 2.2604  0.00
H 1.1229 -1.7834 2.9606  0.00
H -0.6104 -1.7643 3.2906  0.00
H -2.0768 -1.4214 0.0416  0.02
H -2.6215 -2.6965 1.1425  0.00
H -2.0722 -3.1081 -0.4897  0.00
H 1.2019 -4.6354 1.7277  0.00
H -0.0455 -5.1087 0.5671  0.00
H -0.4763 -4.7838 2.2459  0.00

Largest force on an atom   0.95 eV/A
DFT total energy   -358598.458 eV
Total charge   +2
HOMO-LUMO gap (spin up / spin down)   0.2078 / 0.2061 Eh
<S²>   2.04
Spin multiplicity   3

***

Record 2
The following is a DFT calculation (ωB97M-V/def2-TZVPD) of a 6-piece molecular cluster, C26H42O18S overall at a distorted geometry.

Last column: Löwdin charge in e.
Cartesian coordinates (Å):
C 0.6942 -3.9898 2.2707  -0.10
C 0.5009 -3.8727 0.7317  -0.20
C -1.0086 -4.0473 0.3803  -0.32
C -1.4447 -2.8897 -0.5829  -0.14
C -3.0399 -2.9921 -0.6481  -0.17
S -3.7011 -4.6406 -0.2527  0.71
O -4.7258 -4.9186 -1.2795  -0.32
O -4.3143 -4.6328 1.0781  -0.30
O -2.5927 -5.8322 -0.3683  -0.20
C -1.2461 -5.3644 -0.3752  -0.19
H 0.2917 -4.9486 2.6161  0.08
H 1.7602 -3.9875 2.5174  0.07
H 0.1978 -3.1665 2.7904  0.08
H 1.0811 -4.6838 0.2806  0.11
H 0.8557 -2.8831 0.4382  0.10
H -1.5511 -3.9574 1.3276  0.14
H -1.0771 -3.1666 -1.5744  0.11
H -1.0865 -1.9160 -0.2656  0.11
H -3.4479 -2.5865 -1.5652  0.08
H -3.4096 -2.3248 0.1399  0.09
H -0.6626 -6.1416 0.1362  0.13
H -0.8142 -5.3080 -1.3825  0.14
C -2.9781 1.0476 -5.6930  -0.01
C -2.3521 -0.1278 -4.9749  -0.32
C -3.2503 -0.7744 -3.9540  -0.07
O -2.3100 -1.2864 -2.9929  0.03
C -1.1983 -0.5117 -3.0775  -0.55
O -0.3038 -0.5262 -2.3016  0.15
O -1.2417 0.2875 -4.1641  0.09
H -3.0132 1.9258 -5.0478  0.10
H -2.3815 1.3188 -6.5645  0.08
H -3.9861 0.8131 -6.0323  0.10
H -1.9872 -0.8617 -5.6991  0.16
H -3.8444 -1.5825 -4.3763  0.15
H -3.9161 -0.0686 -3.4529  0.13
C 1.7978 1.6483 -2.0727  -0.02
C 3.2288 1.9555 -2.4395  -0.32
C 4.0500 0.7520 -2.8157  -0.09
O 5.3685 1.1481 -2.4290  0.07
C 5.2452 2.0550 -1.4353  -0.57
O 6.1440 2.4450 -0.7711  0.15
O 3.9622 2.4666 -1.3080  0.08
H 1.7327 1.2026 -1.0797  0.09
H 1.2144 2.5703 -2.0438  0.09
H 1.3365 0.9795 -2.7925  0.07
H 3.2561 2.7115 -3.2296  0.16
H 4.0132 0.5412 -3.8825  0.14
H 3.7737 -0.1508 -2.2641  0.14
C 7.8477 2.9962 3.2611  -0.02
C 6.9296 1.7952 3.3207  -0.32
C 5.5572 2.0466 2.7580  -0.09
O 4.7381 1.1407 3.5232  0.02
C 5.3722 0.9463 4.7093  -0.57
O 4.8831 0.4113 5.6429  0.17
O 6.6308 1.4389 4.6784  0.09
H 7.5799 3.7290 4.0230  0.09
H 8.8769 2.6961 3.4595  0.09
H 7.8156 3.4690 2.2793  0.09
H 7.4023 0.9356 2.8376  0.16
H 5.4951 1.8187 1.6957  0.12
H 5.2046 3.0694 2.9218  0.14
C -6.3766 -0.8541 0.9561  -0.01
C -5.5753 -0.2075 -0.1528  -0.33
C -5.2183 1.2326 0.1050  -0.08
O -5.1504 1.7746 -1.2208  0.07
C -5.9567 1.0193 -2.0057  -0.59
O -6.2751 1.3050 -3.1090  0.16
O -6.3449 -0.1088 -1.3623  0.09
H -7.4112 -0.5110 0.9387  0.09
H -6.4006 -1.9367 0.8255  0.09
H -5.9430 -0.6403 1.9332  0.09
H -4.6808 -0.8023 -0.3667  0.13
H -4.2617 1.3373 0.6148  0.13
H -5.9824 1.7738 0.6689  0.14
C 2.0100 2.3446 3.5454  -0.01
C 0.9130 2.7047 2.5649  -0.32
C 0.3648 4.0984 2.7156  -0.09
O -0.9903 3.9457 2.2682  0.07
C -1.3396 2.6519 2.4808  -0.56
O -2.4458 2.2299 2.4046  0.15
O -0.2564 1.9021 2.7924  0.09
H 1.5965 2.1543 4.5363  0.10
H 2.5074 1.4325 3.2342  0.08
H 2.7619 3.1310 3.6155  0.09
H 1.2528 2.5289 1.5393  0.15
H 0.8941 4.8222 2.0986  0.14
H 0.3555 4.4508 3.7506  0.14

Largest force on an atom   5.37 eV/A
DFT total energy   -75333.798 eV
Total charge   0
HOMO-LUMO gap   0.3837 Eh
SMILES   CC[C@H]1CCS(=O)(=O)OC1.C[C@@H]1COC(=O)O1.C[C@@H]1COC(=O)O1.C[C@@H]1COC(=O)O1.C[C@@H]1COC(=O)O1.C[C@@H]1COC(=O)O1

***

Record 3
The following is a DFT calculation (ωB97M-V/def2-TZVPD) of C26H43BrIIrN8S2 as an isolated structure at a distorted geometry.

Last column: Mulliken spin population.
Cartesian coordinates (Å):
Ir 0.0227 -1.2159 0.3619  0.56
N 0.0262 -1.5259 4.4819  0.02
C 0.4382 -1.8159 3.2509  0.02
N -0.0980 -0.9999 2.3563  -0.02
C -0.9198 -0.1075 3.0627  0.01
C -1.7084 0.9591 2.6335  -0.01
C -2.4128 1.6471 3.5968  0.00
C -2.3320 1.2998 4.9593  0.00
C -1.5485 0.2542 5.3913  0.00
C -0.8462 -0.4412 4.4112  -0.01
H 0.3050 -2.0108 5.3230  0.00
H 1.1291 -2.6142 3.0336  0.00
H -1.7548 1.2299 1.5884  0.00
H -3.0449 2.4763 3.3083  0.00
H -2.8982 1.8687 5.6840  0.00
H -1.4858 -0.0111 6.4383  0.00
Br 2.8888 0.6562 2.1830  0.01
C 4.3049 -0.3234 1.4007  -0.01
C 5.5160 -0.3376 2.0728  0.00
C 6.5962 -1.0227 1.5361  0.01
C 6.4737 -1.6898 0.3298  0.00
C 5.2593 -1.6939 -0.3415  0.01
C 4.1748 -1.0119 0.1972  0.01
I 2.4249 -1.0866 -0.9878  0.19
H 5.6185 0.1948 3.0089  0.00
H 7.5381 -1.0245 2.0678  0.00
H 7.3204 -2.2093 -0.0984  0.00
H 5.1627 -2.2115 -1.2873  0.00
C -0.2284 -3.3208 -5.4235  0.00
N -0.1381 -1.8992 -5.1255  0.00
C 0.0437 -0.9092 -6.2032  0.00
C -0.0035 0.4378 -5.4606  0.00
N -0.0549 0.0043 -4.0557  0.00
C -0.1700 -1.3187 -3.9427  0.00
S -0.3764 -2.1812 -2.4598  -0.01
H 0.6648 -3.6455 -5.9565  0.00
H -1.0975 -3.5139 -6.0509  0.00
H -0.3235 -3.8843 -4.5001  0.00
H -0.7482 -1.0135 -6.9421  0.00
H 0.9998 -1.0798 -6.6972  0.00
H -0.8884 1.0188 -5.7132  0.00
H 0.8780 1.0458 -5.6478  0.00
H -0.0960 0.6286 -3.2687  0.00
C -2.2964 4.9785 0.7922  0.00
C -1.3864 4.6758 -0.3888  0.00
N -1.2729 3.2209 -0.6348  0.00
C -0.3920 2.3219 -0.2306  0.00
S -0.6846 0.7070 -0.9010  0.02
N 0.6407 2.5187 0.5590  0.00
C 1.1230 3.7397 1.2349  0.00
C 2.0709 4.5501 0.3622  0.00
H -2.3906 6.0573 0.9120  0.00
H -1.8999 4.5634 1.7209  0.00
H -3.2953 4.5720 0.6296  0.00
H -0.4017 5.1039 -0.2492  0.00
H -1.8045 5.1063 -1.2965  0.00
H -2.0523 2.8290 -1.1448  0.00
H 1.2264 1.7054 0.6840  -0.01
H 1.6462 3.4000 2.1271  0.00
H 0.2714 4.3284 1.5620  0.00
H 3.0033 4.0099 0.1955  0.00
H 2.3104 5.4920 0.8554  0.00
H 1.6331 4.7788 -0.6098  0.00
N 0.5936 -4.2417 -0.7117  0.00
N 0.5084 -3.5599 0.5206  0.01
H 0.1231 -5.1368 -0.7027  0.00
H 1.5430 -4.3055 -1.0461  0.00
H 1.2970 -3.7771 1.1279  0.00
H -0.3436 -3.8588 0.9850  0.00
C -4.2822 -1.9528 1.0187  0.03
C -3.1409 -1.2567 0.2450  0.00
C -3.5669 -1.0159 -1.2002  0.00
C -1.9272 -2.1420 0.3892  0.13
H -5.1858 -1.3500 0.9333  0.00
H -4.0404 -2.0639 2.0770  0.00
H -4.4881 -2.9401 0.6010  0.00
H -2.9721 -0.3048 0.7500  0.00
H -3.9076 -1.9506 -1.6524  0.00
H -2.7547 -0.6317 -1.8109  0.00
H -4.3916 -0.3041 -1.2357  0.00
H -1.8795 -2.9151 -0.3804  0.00
H -1.8449 -2.5537 1.3977  0.02

Largest force on an atom   3.81 eV/A
DFT total energy   -142208.811 eV
Total charge   +3
HOMO-LUMO gap (spin up / spin down)   0.2510 / 0.1989 Eh
<S²>   0.76
Spin multiplicity   2